[1]
Formula: C5H9NOS
Source: the Open Molecules 2025 dataset
Level of theory: ωB97M-V with the def2-TZVPD basis set

The geometry in XYZ format:
```
17
Properties=species:S:1:pos:R:3:mulliken_charge:R:1
C 1.6935 1.9709 0.4767 -1.0138
C 0.9775 0.9441 0.2109 0.4798
C -1.0803 -0.2594 0.0909 0.8550
C -2.5568 -0.0958 -0.0460 -1.2044
C -0.7571 -1.6496 0.2152 -1.1181
N -0.3257 0.7797 0.0550 -0.3328
O 1.8525 -0.4692 -0.4224 -0.2815
S 3.4578 -0.3682 -0.5949 -0.0080
H 2.7377 1.9169 0.4099 0.3017
H 1.1770 2.8232 0.6312 0.3219
H -2.9721 -0.5755 0.8992 0.2782
H -2.8575 0.9469 -0.4199 0.3141
H -2.8303 -0.7019 -0.8794 0.3348
H -0.5557 -1.6984 1.3785 0.2083
H 0.1952 -1.9574 -0.2134 0.3242
H -1.6690 -2.2053 -0.0943 0.3316
H 3.5133 0.5989 -1.6974 0.2090
```

## Properties
ΔE to the lowest compared entry with this formula, charge and spin: 271.6 kJ/mol
Orbital gap (alpha / beta): 0.174 / 0.191 hartree
HOMO level (alpha / beta): -4.554 / -8.530 eV
Expectation value of S²: 2.03
2S+1: 3
Calculated total energy: -723.8128 hartree


[2]
Formula: C5H9NS
Source: the Open Molecules 2025 dataset
Level of theory: ωB97M-V with the def2-TZVPD basis set

The geometry in XYZ format:
```
16
Properties=species:S:1:pos:R:3:mulliken_charge:R:1
C 0.6483 -1.1605 -1.5285 -0.4689
C -0.7893 2.0813 -0.0320 -0.3895
C -0.7112 0.8832 0.7689 -0.2649
C 0.4726 1.7668 0.7783 -0.2550
C -0.6234 -1.9312 -1.3190 -0.7843
N 1.3352 -0.3679 1.8620 -0.7079
S 0.8391 0.0556 0.4553 0.3429
H 1.5490 -1.7204 -1.3042 0.2093
H -0.5774 1.8911 -1.0998 0.2654
H -1.3354 3.0741 0.3083 0.2420
H -1.0978 0.4358 1.6523 0.3653
H 0.9525 2.3359 1.6433 0.3030
H -0.5110 -2.5660 -0.5134 0.3430
H -1.4664 -1.2276 -1.3448 0.2336
H -0.8116 -2.5647 -2.2600 0.3449
H 2.1266 -0.9857 1.9332 0.2213
```

## Properties
ΔE to the lowest compared entry with this formula, charge and spin: 842.0 kJ/mol
Orbital gap: 0.293 hartree
HOMO level: -7.674 eV
Calculated total energy: -648.5324 hartree


[3]
Formula: C5H9NS2
Source: the Open Molecules 2025 dataset
Level of theory: ωB97M-V with the def2-TZVPD basis set

The geometry in XYZ format:
```
17
Properties=species:S:1:pos:R:3:mulliken_charge:R:1
C 0.0526 2.7990 0.0569 -0.7861
C -0.1796 0.3625 0.1504 -0.0720
C 0.2262 -0.8588 0.2681 0.6677
C -1.0584 -1.7886 0.2825 -0.6679
C 1.5299 -1.3786 0.3130 -0.3102
H 0.1643 2.9157 1.4747 0.2138
H -1.0397 2.8659 0.0219 0.3082
H 0.6288 3.6040 -0.5768 0.2551
H 1.4122 1.4669 -0.0783 0.1684
H -1.3548 0.7683 -0.1274 -0.0956
H -2.0242 -1.1666 0.1033 0.2261
H -1.0709 -2.4750 1.1840 0.3516
H -1.1456 -2.5411 -2.3899 0.1360
H 1.6972 -2.5145 0.8191 0.2210
N 0.4905 1.4846 -0.2282 -0.0490
S -1.1908 -3.0320 -1.0292 -0.2518
S 2.8623 -0.5119 -0.2440 -0.3155
```

## Properties
ΔE to the lowest compared entry with this formula, charge and spin: 453.3 kJ/mol
Orbital gap: 0.286 hartree
HOMO level: -8.488 eV
Calculated total energy: -1046.8757 hartree


[4]
Formula: C5H9NS2
Source: the Open Molecules 2025 dataset
Level of theory: ωB97M-V with the def2-TZVPD basis set

The geometry in XYZ format:
```
17
Properties=species:S:1:pos:R:3:mulliken_charge:R:1
S -1.8683 1.4954 1.1995 -0.1324
C -1.4811 0.2372 0.2972 0.1937
S -2.0111 0.0266 -1.4818 -0.1739
C -0.7140 -0.9564 0.8184 -1.2815
C 0.8385 -0.7506 0.6068 0.2941
C 1.1644 -0.4778 -0.8743 -0.5706
C 1.1357 1.0526 -0.4194 -0.1907
N 0.9983 0.5700 0.9759 -0.5600
H -2.6260 1.3434 -1.6869 0.1790
H -1.0055 -1.3958 1.8082 0.3032
H -0.7621 -1.8386 0.2471 0.5157
H 1.1987 -1.8107 0.9638 0.2393
H 2.1516 -0.6883 -1.4773 0.2775
H 0.3549 -0.8552 -1.5117 0.1415
H 0.1942 1.7087 -0.7424 0.1378
H 2.0167 1.6522 -0.5166 0.3106
H 0.4152 0.6874 1.7936 0.3167
```

## Properties
ΔE to the lowest compared entry with this formula, charge and spin: 405.8 kJ/mol
Structure (SMILES): S=C(S)C[C@H]1CCN1
Orbital gap: 0.285 hartree
HOMO level: -8.129 eV
Calculated total energy: -1046.8938 hartree


[5]
Formula: C5H9NS2
Source: the Open Molecules 2025 dataset
Level of theory: ωB97M-V with the def2-TZVPD basis set

The geometry in XYZ format:
```
17
Properties=species:S:1:pos:R:3:mulliken_charge:R:1
C 1.0643 -1.0914 -0.1606 -1.6691
C 0.1469 0.0006 -0.6412 1.3990
C 0.8427 1.0631 -1.4946 -1.9270
C -1.2586 -0.4024 -0.8984 -0.6603
N -0.9071 0.4313 0.2463 -0.1851
C -1.0696 0.0798 1.5877 0.2078
S -2.4474 -0.4515 2.3250 -0.2633
S 0.2577 0.7695 2.7240 -0.2141
H 1.8161 -0.6222 0.5867 0.2658
H 1.7662 -1.4408 -0.8464 0.4974
H 0.6941 -1.9949 0.2164 0.4037
H 1.5504 1.5663 -0.9469 0.3916
H 0.2482 1.8301 -1.7779 0.5676
H 1.0994 0.7081 -2.4178 0.4492
H -1.7745 0.2474 -1.5842 0.2729
H -1.4872 -1.4567 -0.7260 0.3113
H -0.5415 0.7635 3.8080 0.1525
```

## Properties
ΔE to the lowest compared entry with this formula, charge and spin: 221.0 kJ/mol
Structure (SMILES): CC1(C)CN1C(=S)S
Orbital gap: 0.318 hartree
HOMO level: -8.506 eV
Calculated total energy: -1046.9641 hartree


[6]
Formula: C5H9O
Source: the Open Molecules 2025 dataset
Level of theory: ωB97M-V with the def2-TZVPD basis set

The geometry in XYZ format:
```
15
Properties=species:S:1:pos:R:3:mulliken_charge:R:1
C 1.8166 -2.3881 0.6071 -0.7612
C 0.8976 -1.4187 0.7990 -0.1697
C -0.1986 -1.0504 -0.1706 -0.1934
C -0.8772 0.3127 0.0046 -0.7151
C -0.3010 1.7929 -0.4867 -0.2928
O -1.2597 2.6773 -0.6539 -0.8463
H 2.0996 -2.5760 -0.4201 0.2792
H 2.2328 -2.9585 1.4289 0.2488
H 0.7823 -1.1664 1.8593 0.2414
H -0.9315 -1.8489 -0.2264 0.2702
H 0.3670 -0.9842 -1.1165 0.1838
H -1.8792 0.1654 -0.4124 0.2735
H -0.8950 0.5893 1.0638 0.2129
H 0.2353 1.5230 -1.4435 0.1256
H 0.5146 1.9224 0.2566 0.1433
```

## Properties
ΔE to the lowest compared entry with this formula, charge and spin: 91.7 kJ/mol
Structure (SMILES): C=CCCC[O-]
Orbital gap: 0.221 hartree
HOMO level: -2.247 eV
Net charge: -1
Calculated total energy: -271.0717 hartree


[7]
Formula: C5H9O7Rb
Source: the Open Molecules 2025 dataset
Level of theory: ωB97M-V with the def2-TZVPD basis set

The geometry in XYZ format:
```
22
Properties=species:S:1:pos:R:3:mulliken_charge:R:1
Rb 0.4785 1.3730 -1.4172 0.8679
C -2.5830 -0.6917 1.0227 -1.1937
C -1.8227 -1.4523 -0.0465 0.5620
C -2.5034 -2.8478 -0.3144 -1.2857
O -1.5895 -0.6366 -1.1309 -0.9187
H -3.6473 -0.4908 0.8409 0.3227
H -2.0855 0.2535 1.2315 0.2203
H -2.7045 -1.3285 1.9162 0.3382
H -0.8040 -1.6146 0.3531 0.1060
H -2.3867 -3.2012 -1.3385 0.3195
H -3.5801 -2.7828 -0.1137 0.2723
H -2.1286 -3.6025 0.3848 0.3223
O 0.2465 3.1376 1.2587 -0.4124
C 1.0214 4.1248 0.6769 0.7094
O 1.5028 5.0349 1.3939 -0.7511
O 1.1170 4.1076 -0.5672 -0.7489
H 0.1787 3.4892 2.1569 0.2521
O 5.2531 -0.3132 -0.8191 -0.4955
C 3.9009 -0.4788 -1.1926 0.6518
O 3.7246 -1.2939 -2.1264 -0.7445
O 2.9707 0.0447 -0.5294 -0.6989
H 5.4412 -0.8307 -1.6398 0.3049
```

## Properties
ΔE to the lowest compared entry with this formula, charge and spin: 0.0 kJ/mol
Orbital gap: 0.200 hartree
HOMO level: -0.940 eV
Net charge: -2
Calculated total energy: -746.7778 hartree


[8]
Formula: C5H9P
Source: the Open Molecules 2025 dataset
Level of theory: ωB97M-V with the def2-TZVPD basis set

The geometry in XYZ format:
```
15
Properties=species:S:1:pos:R:3:mulliken_charge:R:1
C -0.6412 1.7603 -0.7804 -1.3421
C 0.0705 0.4178 -0.8642 -0.4142
C 1.1717 0.2570 -0.1139 -0.2084
P 2.1576 -1.2671 -0.1777 -0.0175
H -1.6705 1.9143 -0.5889 0.3749
H -0.2488 2.3397 -0.0453 0.4130
H -0.4519 2.1526 -1.7680 0.3039
H -0.3378 -0.1999 -1.5479 0.5617
H 1.4030 1.1840 0.3337 0.3099
H 1.0726 -2.1714 0.0698 -0.0289
H 2.6225 -1.1515 1.0723 -0.0027
C -0.9889 -1.7695 1.3190 -0.4800
C -1.5309 -0.8372 0.8298 -0.3985
H -0.4115 -2.4782 1.8336 0.4853
H -2.2162 -0.1508 0.4282 0.4435
```

## Properties
ΔE to the lowest compared entry with this formula, charge and spin: 315.7 kJ/mol
Structure (SMILES): C/C=C/P.C#C
Orbital gap: 0.352 hartree
HOMO level: -8.432 eV
Calculated total energy: -537.0931 hartree


[9]
Formula: C5H9P
Source: the Open Molecules 2025 dataset
Level of theory: ωB97M-V with the def2-TZVPD basis set

The geometry in XYZ format:
```
15
Properties=species:S:1:pos:R:3:mulliken_charge:R:1
C 1.7334 1.4163 0.0585 -0.5366
C -2.3567 -2.0148 0.3896 -0.5713
C -1.7372 -0.7563 0.6010 -0.1007
C -3.2439 -1.0417 -0.1577 -0.1339
C 2.6016 0.5120 -0.7761 -0.9044
P -2.1081 0.2261 -0.8220 -0.1235
H 1.2536 2.0608 -0.6309 0.2543
H 0.8808 0.8732 0.5565 -0.0099
H 2.3955 1.8957 0.7345 0.3171
H -2.5810 -2.6827 1.1433 0.2942
H -1.3883 -0.5579 1.5725 0.4054
H -4.3278 -1.0226 0.2919 0.2354
H 2.2476 -0.0796 -1.5763 0.3371
H 3.2930 1.2536 -1.2013 0.2606
H 3.3377 -0.0822 -0.1835 0.2763
```

## Properties
ΔE to the lowest compared entry with this formula, charge and spin: 367.5 kJ/mol
Orbital gap (alpha / beta): 0.271 / 0.271 hartree
HOMO level (alpha / beta): -7.049 / -7.049 eV
Calculated total energy: -537.0734 hartree


[10]
Formula: C5H9P
Source: the Open Molecules 2025 dataset
Level of theory: ωB97M-V with the def2-TZVPD basis set

The geometry in XYZ format:
```
15
Properties=species:S:1:pos:R:3:mulliken_charge:R:1
C -2.5625 -1.0704 -0.9236 -0.6785
C -1.6737 -0.2262 -0.5038 0.0899
C -0.6704 0.6010 -0.2747 -0.1911
C -0.0792 0.7911 1.1460 -0.6937
P 1.5628 -0.0457 1.4604 0.0205
C 2.1997 0.1258 -0.2746 -0.8475
H -2.3398 -2.1499 -1.2674 0.2117
H -3.7106 -0.8429 -1.0581 0.2022
H -0.1420 1.2332 -0.9824 0.3451
H 0.0826 1.9892 1.2358 0.2830
H -0.7501 0.4928 1.9484 0.4238
H 1.1444 -1.5033 1.2188 0.0272
H 3.2384 -0.0993 -0.2371 0.3728
H 1.9905 1.3316 -0.5142 0.1544
H 1.7100 -0.6270 -0.9735 0.2801
```

## Properties
ΔE to the lowest compared entry with this formula, charge and spin: 186.1 kJ/mol
Structure (SMILES): C=C=CCPC
Orbital gap: 0.358 hartree
HOMO level: -8.842 eV
Calculated total energy: -537.1425 hartree


[11]
Formula: C5H9P
Source: the Open Molecules 2025 dataset
Level of theory: ωB97M-V with the def2-TZVPD basis set

The geometry in XYZ format:
```
15
Properties=species:S:1:pos:R:3:mulliken_charge:R:1
C 0.7530 1.9637 -0.0225 -1.0884
P 0.0106 0.4629 0.2012 0.7474
C -0.5199 0.2778 1.9305 -1.0345
C 0.8508 -1.0018 -0.4326 -0.3528
C 0.2140 -1.0180 -1.7945 -0.4237
C -0.9295 -0.7237 -0.8808 -0.3683
H 0.1760 2.7875 0.3793 0.2661
H 1.1365 2.1251 -1.0215 0.2495
H -0.8500 1.2452 2.3055 0.3156
H -1.3180 -0.4566 2.0262 0.3460
H 0.3570 -0.0401 2.4979 0.3199
H 0.9547 -1.9220 0.1222 0.2875
H 0.5244 -0.2029 -2.4439 0.1564
H 0.2009 -1.9652 -2.3249 0.2921
H -1.5604 -1.5319 -0.5421 0.2872
```

## Properties
ΔE to the lowest compared entry with this formula, charge and spin: 258.6 kJ/mol
Structure (SMILES): C=[P@]1(C)[C@@H]2C[C@@H]21
Orbital gap: 0.315 hartree
HOMO level: -7.628 eV
Calculated total energy: -537.1149 hartree


[12]
Formula: C5HAgO3
Source: the Open Molecules 2025 dataset
Level of theory: ωB97M-V with the def2-TZVPD basis set

The geometry in XYZ format:
```
10
Properties=species:S:1:pos:R:3:mulliken_charge:R:1
O 0.4130 1.8848 0.1077 -0.4522
O 2.9900 -0.9885 -0.1933 -0.3914
C -0.8285 1.5162 0.2584 -0.2473
O -2.6146 -0.0402 -0.2540 -0.4686
C -1.2576 0.2314 -0.1856 0.3966
C -0.3406 -0.7385 0.1050 0.2265
C 0.7426 -1.4029 0.1722 0.6617
C 2.0169 -1.9268 0.1571 -1.3936
H -3.0496 0.8124 -0.1172 0.3203
Ag 1.9285 0.6520 -0.0503 0.3480
```

## Properties
Orbital gap (alpha / beta): 0.259 / 0.205 hartree
HOMO level (alpha / beta): -3.375 / -3.320 eV
Expectation value of S²: 0.76
2S+1: 2
Net charge: -1
Calculated total energy: -563.5919 hartree


[13]
Formula: C5HClF2N2
Source: the Open Molecules 2025 dataset
Level of theory: ωB97M-V with the def2-TZVPD basis set

The geometry in XYZ format:
```
11
Properties=species:S:1:pos:R:3:mulliken_charge:R:1
N 1.1138 2.7193 0.5796 -0.3671
C 1.0433 1.5773 0.8039 0.2638
C 0.7491 0.2803 1.0728 0.3153
Cl 1.4291 -0.1985 2.6420 -0.1412
C 0.0793 -0.5787 0.2255 0.1023
C -0.3757 -1.8533 0.3991 0.1231
N -0.7599 -2.9266 0.2542 -0.4182
C -0.7592 0.0834 -1.3098 0.0867
F 0.2453 0.4893 -2.1254 -0.2113
F -1.4753 1.0333 -0.7725 -0.1796
H -1.2897 -0.6258 -1.7693 0.4260
```

## Properties
ΔE to the lowest compared entry with this formula, charge and spin: 0.0 kJ/mol
Structure (SMILES): N#C/C(Cl)=C(/C#N)C(F)F
Orbital gap: 0.328 hartree
HOMO level: -10.557 eV
Calculated total energy: -960.4566 hartree


[14]
Formula: C5HF3NO3
Source: the Open Molecules 2025 dataset
Level of theory: ωB97M-V with the def2-TZVPD basis set

The geometry in XYZ format:
```
13
Properties=species:S:1:pos:R:3:mulliken_charge:R:1
N 1.0800 2.2214 -0.4928 -0.5630
C 0.6922 1.5372 0.3140 0.1196
C 0.0830 0.7684 1.2457 0.2533
C 0.3485 0.7806 2.8665 0.7232
O -0.5083 1.3033 3.5780 -0.6918
O 1.4336 0.2647 3.0951 -0.6583
C -0.1566 -0.4960 0.6934 -0.1069
O -0.0025 -0.8662 -0.6497 -0.5265
C -1.0162 -1.4546 1.3650 0.9812
F -2.3231 -1.4206 0.9654 -0.2892
F -0.6673 -2.6984 1.1285 -0.3033
F -0.9672 -1.4171 2.7287 -0.2586
H 0.4663 -0.1106 -0.9918 0.3203
```

## Properties
ΔE to the lowest compared entry with this formula, charge and spin: 64.5 kJ/mol
Structure (SMILES): N#C/C(C(=O)[O-])=C(\O)C(F)(F)F
Orbital gap: 0.317 hartree
HOMO level: -5.154 eV
Net charge: -1
Calculated total energy: -771.2562 hartree


[15]
Formula: C5HNO5
Source: the Open Molecules 2025 dataset
Level of theory: ωB97M-V with the def2-TZVPD basis set

The geometry in XYZ format:
```
12
Properties=species:S:1:pos:R:3:mulliken_charge:R:1
C 0.3966 0.9658 -2.3000 0.3513
C 0.2060 1.2301 -0.9763 -0.7572
C 0.1482 -1.8419 0.0728 0.4683
C -0.0841 2.0166 -0.0961 0.9768
C -0.4146 -0.7089 0.9439 0.5293
N 0.4114 0.8142 -3.4401 -0.7153
O -0.3042 2.6465 0.9178 -0.7425
O 1.3379 -1.8478 -0.2546 -0.6754
O -1.5987 -0.5412 1.1817 -0.6326
O 0.5687 -0.3271 1.7855 -0.4231
O -0.6938 -2.7782 -0.1956 -0.7553
H 0.0266 0.3719 2.3609 0.3756
```

## Properties
Orbital gap: 0.263 hartree
HOMO level: -0.865 eV
Net charge: -2
Calculated total energy: -622.0741 hartree